(1)
Density functional theory data (ωB97M-V/def2-TZVPD) for a cluster of 2 separate species, C10H16O in total.

ΔE to the lowest compared entry with this formula, charge and spin: 1.732 eV
HOMO (spin up / spin down): -13.066 / -13.065 eV
Total charge: +1
Expectation value of S²: 0.768
Spin multiplicity: 2

Geometry (Å):
C 3.156 -1.179 0.527
C 4.178 -0.231 -0.085
O 2.502 -1.936 -0.554
H 3.594 -1.911 1.188
H 2.336 -0.638 0.991
H 4.020 0.769 0.312
H 1.610 -1.617 -0.670
H 3.999 -0.171 -1.157
H 5.214 -0.497 0.096
C -1.705 -1.261 -0.071
C -2.854 -1.806 0.779
C -1.446 0.179 -0.089
C -2.144 1.117 0.752
C -0.480 0.711 -0.999
C -2.024 2.446 0.550
C -0.525 2.034 -1.350
C -1.295 2.928 -0.593
H -0.758 -1.761 0.197
H -1.837 -1.613 -1.107
H -3.388 -2.599 0.259
H -2.595 0.676 1.630
H 0.233 0.139 -1.578
H -2.477 3.178 1.192
H 0.007 2.396 -2.216
H -1.357 3.986 -0.802
H -3.557 -1.064 1.142
H -2.407 -2.276 1.656

=====

(2)
Density functional theory data (ωB97M-V/def2-TZVPD) for a cluster of 2 separate species, C9H14 in total.

ΔE to the lowest compared entry with this formula, charge and spin: 2.008 eV
HOMO: -8.857 eV
SMILES: Cc1ccccc1.CC

Geometry (Å):
C 0.092 2.041 0.478
C 0.006 0.829 1.428
C -0.101 0.890 2.887
C -0.349 -0.215 3.723
C -0.471 -1.494 3.181
C -0.549 -1.655 1.754
C -0.248 -0.524 0.985
H 0.376 1.868 -0.606
H 0.857 2.786 0.727
H -0.907 2.483 0.363
H 0.135 1.932 3.316
H -0.329 0.090 4.704
H -0.375 -2.271 3.818
H -0.635 -2.664 1.231
H -0.205 -0.733 -0.055
C 1.042 -0.318 -3.737
C -0.432 -0.470 -3.296
H 1.736 -0.422 -2.881
H 1.255 -1.065 -4.443
H 1.520 0.681 -4.148
H -1.107 -0.292 -4.067
H -0.564 -1.553 -2.851
H -0.745 0.073 -2.510

=====

(3)
Density functional theory data (ωB97M-V/def2-TZVPD) for a cluster of 3 separate species, C4H12IO4 in total.

ΔE to the lowest compared entry with this formula, charge and spin: 0.546 eV
HOMO: -4.329 eV
Total charge: -1

Geometry (Å):
I 1.024 0.503 -0.457
C 0.110 2.748 3.158
C 0.313 3.877 2.154
O 1.009 4.959 2.757
O -0.524 1.592 2.632
H -0.527 3.041 3.992
H 1.122 2.470 3.482
H -0.611 4.264 1.726
H 0.892 3.481 1.312
H 1.939 4.753 2.869
H -0.214 1.483 1.715
C -0.846 -3.976 -3.087
C -0.646 -2.674 -2.366
O -0.154 -2.801 -1.063
O 0.357 -4.477 -3.674
H -1.598 -3.873 -3.864
H -1.163 -4.722 -2.345
H -1.553 -2.064 -2.286
H 0.109 -2.080 -2.896
H -0.013 -1.872 -0.806
H 0.976 -4.631 -2.954

=====

(4)
Density functional theory data (ωB97M-V/def2-TZVPD) for an isolated molecule of C5H6Br2.

ΔE to the lowest compared entry with this formula, charge and spin: 1.547 eV
HOMO: -9.756 eV
SMILES: CC#CC(C)(Br)Br

Geometry (Å):
C -2.094 0.066 -1.963
C -0.954 -0.076 -1.004
C -0.104 0.066 -0.148
C 1.108 0.012 0.550
C 1.208 -0.085 2.080
Br 2.180 1.598 -0.128
Br 2.167 -1.676 -0.018
H -2.010 1.052 -2.587
H -3.027 0.119 -1.431
H -2.055 -0.842 -2.708
H 2.199 0.293 2.328
H 0.910 -1.122 2.379
H 0.472 0.593 2.651

=====

(5)
Density functional theory data (ωB97M-V/def2-TZVPD) for an isolated molecule of C18H20ClNO2.

ΔE to the lowest compared entry with this formula, charge and spin: 0.136 eV
HOMO: -8.543 eV
SMILES: O=C(CCCOc1ccc(Cl)cc1)NCCc1ccccc1

Geometry (Å):
O -2.510 -1.427 1.686
C -2.616 -1.349 0.484
C -3.939 -1.058 -0.219
C -4.345 0.407 -0.032
C -3.252 1.368 -0.495
O -2.278 1.395 0.527
C -1.084 1.997 0.325
C -0.201 1.950 1.408
C 1.052 2.517 1.319
C 1.443 3.130 0.136
Cl 3.025 3.822 0.011
C 0.578 3.193 -0.940
C -0.687 2.634 -0.847
N -1.574 -1.521 -0.363
C -0.226 -1.801 0.077
C 0.797 -1.016 -0.750
C 2.194 -1.351 -0.308
C 2.870 -2.432 -0.860
C 4.145 -2.757 -0.433
C 4.760 -2.006 0.553
C 4.092 -0.928 1.111
C 2.816 -0.606 0.684
H -3.870 -1.293 -1.283
H -4.703 -1.694 0.231
H -5.263 0.605 -0.586
H -4.522 0.594 1.027
H -3.663 2.376 -0.644
H -2.815 1.025 -1.443
H -0.529 1.452 2.306
H 1.726 2.489 2.161
H 0.885 3.679 -1.852
H -1.351 2.707 -1.694
H -1.727 -1.505 -1.359
H -0.171 -1.522 1.131
H -0.017 -2.876 -0.007
H 0.613 0.053 -0.630
H 0.673 -1.275 -1.805
H 2.396 -3.020 -1.634
H 4.661 -3.599 -0.873
H 5.756 -2.257 0.884
H 4.567 -0.337 1.879
H 2.295 0.236 1.116

=====

(6)
Density functional theory data (ωB97M-V/def2-TZVPD) for an isolated molecule of C5H8N2.

ΔE to the lowest compared entry with this formula, charge and spin: 1.316 eV
HOMO: -10.322 eV
SMILES: N#C[C@H](N)C1CC1

Geometry (Å):
N -2.901 0.842 0.340
C -1.781 0.803 0.054
C -0.355 0.781 -0.370
N -0.162 1.170 -1.756
C 0.273 -0.582 -0.116
C 0.213 -1.209 1.244
C 1.519 -0.676 0.724
H 0.147 1.533 0.245
H -0.491 2.115 -1.930
H -0.685 0.548 -2.365
H 0.221 -1.244 -0.981
H -0.278 -0.652 2.038
H 0.059 -2.284 1.295
H 2.286 -1.384 0.431
H 1.934 0.238 1.147

=====

| no. | F_max (Eh/bohr) |
| --- | --- |
| 1 | 0.036 |
| 2 | 0.085 |
| 3 | 0.027 |
| 4 | 0.050 |
| 5 | 0.013 |
| 6 | 0.020 |